Here is the molecule C3H9NO2S in a non-equilibrium geometry from the Open Molecules 2025 dataset. Energies are from wB97M-V/def2-TZVPD.

The largest force on an atom is 3.97 eV/A. The charge is 0. The value obtained for the highest occupied orbital energy is -10.021 eV. The calculation puts the calculated total energy at -723.0751 Eh. Its multiplicity is 1. As for the HOMO-LUMO gap: 10.730 eV.

Positions of all 16 atoms, in Å:
C (0.096, -1.968, -0.360)
C (0.301, 2.273, -0.272)
C (0.302, -0.593, 0.274)
N (-0.213, -0.295, 1.693)
O (-0.066, 0.312, -2.073)
O (-1.889, 0.674, -0.424)
S (-0.473, 0.707, -0.763)
H (-0.851, -1.880, -0.928)
H (0.035, -2.805, 0.434)
H (0.912, -2.199, -1.068)
H (1.316, 1.873, 0.014)
H (0.338, 3.083, -1.118)
H (-0.287, 2.674, 0.550)
H (1.333, -0.317, 0.069)
H (0.327, -0.773, 2.380)
H (-1.184, -0.766, 1.591)

Forces on atoms 1 to 6 (eV/Å):
-0.8 -0.7 0.5
0.6 0.1 -1.2
0.4 1.5 1.3
-1.8 -1.2 -3.3
0.4 0.5 -1.4
0.7 0.6 -0.3